[1]
Formula: C5H8N2
Source: OMol25
Level of theory: ωB97M-V/def2-TZVPD

The HOMO energy (alpha / beta) comes out at 1.19 / -4.73 eV. Its orbital gap (alpha / beta) is 2.69 / 8.50 eV. The spin multiplicity is 2. The total energy is -8293.885 eV. As for the charge: -1. The calculation puts the maximum force at 0.8 eV/Å.

Geometry as XYZ:
```
15
C5H8N2 | OMol25 | ωB97M-V/def2-TZVPD
C -2.148 0.147 0.296
C -1.174 -0.349 -0.762
C 0.263 -0.145 -0.386
C 0.766 0.303 0.806
N 2.114 0.285 0.657
C 2.384 -0.192 -0.568
N 1.281 -0.471 -1.244
H -2.015 -0.351 1.259
H -2.039 1.216 0.490
H -3.180 -0.046 0.001
H -1.364 0.169 -1.704
H -1.333 -1.418 -0.927
H 0.245 0.681 1.662
H 2.821 0.494 1.370
H 3.379 -0.325 -0.950
```


[2]
Formula: C19H10N4O2SSeTc
Source: OMol25
Level of theory: ωB97M-V/def2-TZVPD

The HOMO energy (alpha / beta) comes out at -14.92 / -15.14 eV. Its orbital gap (alpha / beta) is 6.41 / 6.31 eV. The spin multiplicity is 4. The total energy is -108285.215 eV. As for the charge: +2. The calculation puts the maximum force at 0.4 eV/Å.

Geometry as XYZ:
```
38
C19H10N4O2SSeTc | OMol25 | ωB97M-V/def2-TZVPD
Tc -0.350 -0.494 0.026
Se 3.799 5.835 -1.208
N 2.098 5.564 -0.795
C 1.918 4.270 -0.740
C 0.641 3.651 -0.421
C -0.531 4.363 -0.137
C -1.689 3.674 0.162
C -1.671 2.287 0.178
N -0.558 1.596 -0.093
C 0.587 2.265 -0.391
C 1.749 1.449 -0.667
N 1.568 0.105 -0.598
C 2.601 -0.711 -0.837
C 3.858 -0.219 -1.156
C 4.054 1.145 -1.227
C 2.980 2.009 -0.977
C 3.071 3.460 -1.014
N 4.175 4.107 -1.289
H -0.509 5.446 -0.155
H -2.609 4.193 0.386
H -2.558 1.713 0.414
H 2.411 -1.775 -0.766
H 4.665 -0.913 -1.341
H 5.023 1.563 -1.469
O -0.953 -2.537 3.433
C -1.172 -2.437 2.278
O -0.570 -1.345 1.614
C -1.994 -3.343 1.444
C -2.568 -4.408 2.132
C -3.365 -5.335 1.473
C -3.599 -5.207 0.112
C -3.036 -4.155 -0.592
C -2.236 -3.224 0.066
S -1.614 -1.966 -1.000
H -2.377 -4.495 3.193
H -3.802 -6.155 2.027
H -4.218 -5.924 -0.407
H -3.217 -4.054 -1.655
```


[3]
Formula: C4H12N2O2
Source: OMol25
Level of theory: ωB97M-V/def2-TZVPD

The HOMO energy comes out at -9.51 eV. Its orbital gap is 9.41 eV. The spin multiplicity is 1. The total energy is -11412.752 eV. The calculation puts the maximum force at 5.2 eV/Å.

Geometry as XYZ:
```
20
C4H12N2O2 | OMol25 | ωB97M-V/def2-TZVPD
C -2.564 -0.718 -0.098
N -1.689 -0.030 -0.949
C -1.203 1.254 -0.326
C 0.099 1.156 0.466
N 1.155 0.420 -0.353
C 2.318 -0.360 0.988
O -3.129 -0.269 0.916
H -2.752 -1.644 -0.508
H -0.963 -0.762 -1.234
H -1.108 2.028 -1.118
H -2.055 1.574 0.298
H -0.168 0.498 1.437
H 0.476 2.081 0.957
H 2.121 0.584 0.241
H 2.662 0.354 1.757
H 1.405 -0.870 1.425
H 2.912 -0.983 0.415
H 1.298 -1.982 -1.698
H 0.766 -0.692 -1.145
O 0.420 -1.639 -1.472
```


[4]
Formula: C7H13N4
Source: OMol25
Level of theory: ωB97M-V/def2-TZVPD

The HOMO energy comes out at -12.80 eV. Its orbital gap is 8.11 eV. The spin multiplicity is 1. The total energy is -13419.145 eV. As for the charge: +1. The calculation puts the maximum force at 4.8 eV/Å.

Geometry as XYZ:
```
24
C7H13N4 | OMol25 | ωB97M-V/def2-TZVPD
H -1.662 1.645 -0.488
N -0.621 1.914 -0.639
N 0.055 1.072 -0.140
C -0.663 -0.361 0.173
N -2.020 0.037 -0.187
C -3.002 -0.803 -0.029
C -4.428 -0.348 -0.035
C 1.432 1.214 0.177
C 1.881 2.500 0.335
N 2.073 0.072 0.317
C 2.911 -0.511 -0.425
C 3.598 -1.833 -0.052
H -0.165 -1.139 -0.422
H -0.577 -0.486 1.300
H -2.810 -1.769 0.387
H -4.858 -0.609 0.898
H -5.213 -0.919 -0.671
H -4.586 0.683 -0.320
H 1.179 3.397 0.229
H 2.862 2.578 0.611
H 3.445 -0.072 -1.316
H 4.074 -2.275 -0.887
H 4.363 -1.543 0.675
H 2.733 -2.442 0.508
```


[5]
Formula: C8H16NO3
Source: OMol25
Level of theory: ωB97M-V/def2-TZVPD

The HOMO energy comes out at -14.31 eV. Its orbital gap is 10.82 eV. The spin multiplicity is 1. The total energy is -16180.763 eV. As for the charge: +1. The calculation puts the maximum force at 3.1 eV/Å.

Geometry as XYZ:
```
28
C8H16NO3 | OMol25 | ωB97M-V/def2-TZVPD
C -2.947 -0.087 -0.291
C -1.946 -1.173 -0.737
C -0.689 -0.489 -1.304
C 0.652 -1.129 -0.950
N 0.704 -1.698 0.434
C 0.383 -0.776 1.564
C 1.421 0.294 1.874
O 1.402 0.771 2.975
O 2.329 0.672 0.915
C 2.243 2.076 0.593
C 1.399 2.486 -0.573
O 2.833 2.867 1.270
H -3.951 -0.464 -0.211
H -2.621 0.340 0.646
H -2.894 0.713 -1.013
H -2.427 -1.750 -1.506
H -1.753 -1.778 0.140
H -0.678 0.563 -1.081
H -0.757 -0.548 -2.379
H 0.803 -1.959 -1.624
H 1.459 -0.441 -1.128
H 0.096 -2.514 0.429
H 1.646 -2.061 0.572
H 0.331 -1.379 2.455
H -0.578 -0.301 1.451
H 1.397 1.716 -1.329
H 0.386 2.633 -0.227
H 1.756 3.416 -0.966
```


[6]
Formula: C66H75BrHfN6O5PSb
Source: OMol25
Level of theory: ωB97M-V/def2-TZVPD

The HOMO energy comes out at -12.02 eV. Its orbital gap is 7.31 eV. The spin multiplicity is 1. The total energy is -175999.043 eV. As for the charge: +2. The calculation puts the maximum force at 2.0 eV/Å.

Geometry as XYZ:
```
156
C66H75BrHfN6O5PSb | OMol25 | ωB97M-V/def2-TZVPD
Hf 0.180 -0.030 0.886
C -2.141 2.523 -0.563
O -1.934 1.318 0.193
C -3.108 0.630 0.473
C -4.350 1.207 0.467
C -5.450 0.367 0.634
Br -7.178 1.119 0.753
C -5.285 -0.991 0.640
C -4.007 -1.594 0.613
C -2.893 -0.740 0.707
O -1.634 -1.095 0.904
C -4.064 -3.037 0.218
N -4.971 -3.282 -0.653
C -5.352 -4.583 -0.987
C -6.601 -4.822 -1.550
C -6.986 -6.120 -1.846
C -6.137 -7.193 -1.599
C -4.879 -6.971 -1.056
C -4.524 -5.672 -0.761
N -3.202 -5.322 -0.228
H -2.891 2.347 -1.334
H -1.201 2.760 -1.043
H -2.443 3.343 0.087
H -4.497 2.269 0.339
H -6.154 -1.631 0.643
H -1.671 -2.539 -0.221
H -7.254 -3.980 -1.736
H -7.962 -6.303 -2.276
H -6.445 -8.201 -1.835
H -4.201 -7.796 -0.867
H -2.830 -6.144 0.254
C 1.906 -4.024 -3.871
O 3.241 -4.222 -3.426
C 3.497 -5.018 -2.357
C 4.704 -5.718 -2.403
C 5.093 -6.540 -1.367
C 4.278 -6.687 -0.248
C 3.100 -5.971 -0.179
C 2.703 -5.124 -1.214
N 1.482 -4.392 -1.059
C 1.431 -3.053 -0.745
N 2.586 -2.404 -0.947
C 3.091 -1.228 -0.369
C 2.344 -0.260 0.300
C 3.117 0.778 0.868
C 4.482 0.899 0.725
C 5.186 -0.063 0.012
C 4.494 -1.132 -0.516
O 5.072 -2.152 -1.207
C 6.492 -2.225 -1.244
N 0.330 -2.439 -0.375
C -0.861 -3.257 -0.222
C -1.260 -4.175 -1.349
C -2.282 -5.015 -1.357
C -3.375 -4.251 0.866
C -2.123 -4.246 1.679
C -0.944 -3.918 1.144
O 0.250 -4.095 1.724
C 0.295 -4.835 2.942
H 1.982 -3.747 -4.919
H 1.413 -3.215 -3.328
H 1.322 -4.943 -3.785
H 5.310 -5.611 -3.293
H 6.027 -7.081 -1.432
H 4.565 -7.342 0.562
H 2.462 -6.050 0.694
H 0.738 -4.947 -0.674
H 3.338 -2.966 -1.329
H 2.619 1.520 1.472
H 5.006 1.740 1.161
H 6.256 0.022 -0.111
H 6.915 -1.398 -1.816
H 6.729 -3.163 -1.737
H 6.907 -2.226 -0.234
H -0.734 -4.062 -2.289
H -2.552 -5.576 -2.241
H -4.169 -4.673 1.492
H -2.200 -4.671 2.669
H 1.344 -4.909 3.212
H -0.126 -5.833 2.797
H -0.249 -4.331 3.742
C 4.949 5.790 2.059
C 4.621 4.580 2.649
C 3.518 3.862 2.203
C 2.735 4.346 1.161
C 3.067 5.565 0.577
C 4.167 6.282 1.023
Sb 0.971 3.335 0.417
C -0.332 5.003 0.794
C -1.112 4.949 1.947
C -1.909 6.023 2.315
C -1.938 7.163 1.524
C -1.170 7.221 0.369
C -0.369 6.147 0.003
C 1.447 3.738 -1.645
C 2.757 3.519 -2.070
C 3.121 3.763 -3.386
C 2.180 4.223 -4.296
C 0.871 4.430 -3.888
C 0.506 4.185 -2.570
H 5.807 6.349 2.407
H 5.222 4.191 3.462
H 3.280 2.927 2.691
H 2.475 5.963 -0.237
H 4.413 7.228 0.559
H -1.095 4.059 2.566
H -2.506 5.972 3.217
H -2.556 8.005 1.806
H -1.189 8.108 -0.251
H 0.222 6.216 -0.900
H 3.502 3.165 -1.367
H 4.144 3.602 -3.699
H 2.467 4.426 -5.319
H 0.131 4.790 -4.592
H -0.518 4.382 -2.274
C 0.757 1.724 6.702
C 0.324 1.982 5.256
C 1.353 2.884 4.566
C -1.000 2.765 5.256
P 0.087 0.432 4.202
N 0.130 0.854 2.670
C -1.584 -0.359 4.673
C -1.851 -0.467 6.178
C -1.648 -1.781 4.094
C -2.698 0.462 3.997
C 1.498 -0.804 4.522
C 2.822 -0.039 4.382
C 1.460 -1.877 3.423
C 1.472 -1.517 5.877
H 0.714 2.671 7.245
H 1.782 1.365 6.768
H 0.107 1.023 7.221
H 1.337 3.868 5.040
H 1.105 3.016 3.513
H 2.366 2.503 4.643
H -0.799 3.779 5.607
H -1.744 2.336 5.921
H -1.424 2.834 4.255
H -1.079 -1.032 6.698
H -2.797 -0.997 6.317
H -1.954 0.498 6.664
H -1.044 -2.478 4.672
H -1.354 -1.817 3.047
H -2.684 -2.126 4.152
H -3.020 1.300 4.611
H -3.572 -0.173 3.831
H -2.377 0.849 3.030
H 2.833 0.570 3.481
H 3.643 -0.755 4.308
H 3.021 0.591 5.246
H 1.123 -1.484 2.455
H 0.795 -2.688 3.696
H 2.458 -2.288 3.261
H 1.511 -0.827 6.716
H 2.353 -2.162 5.943
H 0.595 -2.150 5.995
```


[7]
Formula: C49H46HfN5O5Te
Source: OMol25
Level of theory: ωB97M-V/def2-TZVPD

The HOMO energy (alpha / beta) comes out at -5.17 / -7.65 eV. Its orbital gap (alpha / beta) is 5.08 / 7.46 eV. The spin multiplicity is 2. The total energy is -77852.857 eV. The calculation puts the maximum force at 1.0 eV/Å.

Geometry as XYZ:
```
107
C49H46HfN5O5Te | OMol25 | ωB97M-V/def2-TZVPD
Hf 2.286 1.477 0.573
O 4.069 3.691 3.691
C 3.648 2.849 2.929
O 3.115 3.064 1.755
C 3.645 1.374 3.297
C 3.763 0.884 4.571
C 3.462 -0.488 4.780
C 3.045 -1.280 3.747
C 2.981 -0.722 2.448
N 3.355 0.581 2.260
C 2.460 -1.309 1.254
O 1.689 -2.328 1.219
O 2.627 -0.599 0.158
H 4.014 1.555 5.379
H 3.523 -0.900 5.780
H 2.751 -2.310 3.897
C 0.663 1.158 -2.512
N 1.905 1.304 -1.771
C 3.016 1.189 -2.422
C 4.250 1.438 -1.774
C 5.557 1.456 -2.250
C 6.352 1.867 -1.173
C 5.488 2.080 -0.102
N 4.214 1.826 -0.451
C 0.068 2.444 -3.049
C 0.814 3.593 -3.266
C 0.203 4.743 -3.750
C -1.155 4.752 -4.028
C -1.906 3.602 -3.817
C -1.297 2.458 -3.326
H -0.090 0.722 -1.855
H 0.805 0.452 -3.341
H 3.023 0.914 -3.479
H 5.877 1.211 -3.251
H 7.421 2.003 -1.164
H 5.727 2.408 0.899
H 1.873 3.603 -3.035
H 0.794 5.637 -3.906
H -1.629 5.650 -4.403
H -2.969 3.600 -4.025
H -1.888 1.565 -3.138
C -0.624 5.696 -0.162
C -1.213 4.440 -0.150
C -0.397 3.329 -0.086
N 0.936 3.409 -0.054
C 1.499 4.621 -0.052
C 0.756 5.786 -0.111
H -1.234 6.589 -0.207
H -2.286 4.315 -0.192
H -0.809 2.327 -0.083
H 2.578 4.649 0.006
H 1.263 6.741 -0.108
C -2.168 -7.616 0.188
C -1.664 -6.200 0.189
C -2.348 -5.194 0.851
C -1.909 -3.872 0.846
C -2.732 -2.868 1.598
C -0.732 -3.564 0.159
Te -0.052 -1.594 -0.324
N 0.099 0.146 0.714
C 0.247 0.467 1.982
O 0.872 1.583 2.170
C -0.302 -0.188 3.200
C -0.480 -1.564 3.305
C -0.998 -2.110 4.471
C -1.351 -1.285 5.529
C -1.164 0.088 5.430
C -0.628 0.636 4.276
C -1.967 -0.975 -1.133
C -2.878 -0.044 -0.612
C -2.894 0.512 0.790
C -3.928 0.393 -1.423
C -4.124 -0.067 -2.712
C -5.256 0.435 -3.565
C -3.240 -1.023 -3.194
C -2.172 -1.479 -2.435
C -1.287 -2.535 -3.054
C -0.002 -4.564 -0.511
C 1.250 -4.323 -1.319
C -0.494 -5.864 -0.478
H -2.982 -7.747 0.900
H -1.373 -8.316 0.448
H -2.537 -7.894 -0.800
H -3.252 -5.436 1.399
H -3.200 -3.341 2.462
H -3.523 -2.457 0.968
H -2.131 -2.043 1.966
H -0.156 -2.217 2.506
H -1.116 -3.183 4.552
H -1.760 -1.712 6.436
H -1.424 0.732 6.260
H -0.450 1.700 4.200
H -2.270 -0.027 1.484
H -3.917 0.480 1.170
H -2.576 1.556 0.811
H -4.627 1.114 -1.010
H -5.853 1.176 -3.033
H -5.915 -0.381 -3.863
H -4.878 0.897 -4.479
H -3.376 -1.420 -4.195
H -1.513 -2.637 -4.114
H -1.445 -3.508 -2.579
H -0.222 -2.305 -2.973
H 1.887 -3.555 -0.893
H 1.001 -4.041 -2.347
H 1.829 -5.244 -1.368
H 0.066 -6.638 -0.993
```


[8]
Formula: C4H4N2O2PS
Source: OMol25
Level of theory: ωB97M-V/def2-TZVPD

The HOMO energy comes out at -3.86 eV. Its orbital gap is 7.43 eV. The spin multiplicity is 1. The total energy is -31413.198 eV. As for the charge: -1. The calculation puts the maximum force at 3.3 eV/Å.

Geometry as XYZ:
```
14
C4H4N2O2PS | OMol25 | ωB97M-V/def2-TZVPD
C 1.026 -1.043 0.137
C 1.964 -0.040 0.031
C -0.116 0.822 -0.192
C -1.392 1.524 -0.127
N -0.227 -0.525 0.031
N 1.197 1.139 -0.183
O -1.478 2.720 -0.066
O -2.383 0.689 -0.114
P -1.856 -1.157 0.356
S 3.652 0.042 0.032
H 1.129 -1.949 0.559
H 1.827 1.979 -0.166
H -1.119 -2.621 0.578
H -2.225 -1.579 -0.876
```